No. 1
Computed, not measured: a 3-piece molecular cluster, C25H44F2NO7PSi overall in a non-equilibrium geometry, with ωB97M-V/def2-TZVPD.

The geometry in XYZ format:
```
81
Properties=species:S:1:pos:R:3:forces:R:3:lowdin_charge:R:1
C 1.161 -3.025 7.551 -5.38 5.33 -5.54 0.035
C 0.345 -2.252 6.703 4.72 -5.42 4.96 -0.098
C -0.676 -1.657 5.549 0.59 -0.78 -0.23 -0.210
C -0.446 -2.448 4.105 -0.76 1.34 -0.35 -0.152
C -1.390 -1.612 3.006 0.00 -1.85 0.92 -0.189
O -0.609 -0.418 2.642 -2.87 1.07 -3.97 -0.089
C -1.375 0.225 1.532 -5.36 1.30 1.03 -0.299
O -2.674 0.529 1.576 8.35 -2.27 0.20 0.037
N -0.587 0.595 0.295 -1.48 -0.62 0.41 -0.112
P -0.699 2.336 -0.063 -4.58 2.03 -1.50 0.821
O -1.983 2.777 -0.872 4.30 -1.48 2.03 -0.452
C -0.914 -0.281 -0.892 0.80 -1.30 -0.76 -0.313
F -2.290 -0.144 -1.421 3.93 -0.66 1.74 0.007
F -0.759 -1.705 -0.421 -0.91 3.60 -0.85 -0.035
C 0.270 -0.083 -2.044 -0.90 -0.90 -0.12 -0.135
C -0.139 0.950 -3.245 -1.14 -1.11 -0.16 -0.266
Si 1.214 2.206 -3.768 -0.09 0.87 -1.14 0.492
C 0.287 3.919 -4.024 -0.18 0.70 0.64 -0.230
C 2.044 1.687 -5.456 0.34 -0.35 -0.55 -0.235
C 2.640 2.477 -2.511 4.06 1.87 3.97 -0.238
C 3.714 1.364 -1.971 0.38 2.30 1.16 -0.077
C 4.941 1.622 -0.908 -2.80 3.68 -1.37 -0.056
C 5.145 3.168 -0.363 -3.36 -1.30 -2.89 -0.064
C 4.093 4.323 -0.876 -0.53 -3.08 -1.29 -0.069
C 2.842 4.028 -1.922 3.31 -3.14 1.67 -0.067
H 1.879 -3.563 8.326 -2.02 1.63 -2.18 0.050
H -0.495 -0.507 5.343 -0.15 -2.44 0.74 0.120
H -1.823 -1.801 5.815 2.62 0.22 -0.08 0.124
H -0.829 -3.555 4.131 0.93 2.18 0.11 0.126
H 0.676 -2.356 3.754 -2.35 -0.40 0.77 0.118
H -2.407 -1.273 3.482 1.94 -0.77 -0.96 0.138
H -1.573 -2.284 2.041 0.36 1.53 2.08 0.144
H 0.545 2.809 -0.647 -0.60 -0.93 0.43 0.019
H -0.796 3.011 1.239 0.61 -1.19 -0.83 0.051
H 0.438 -1.154 -2.529 -0.46 2.24 1.25 0.139
H 1.244 0.185 -1.456 -1.91 -0.33 -1.07 0.095
H -0.387 0.297 -4.213 0.48 1.38 2.10 0.107
H -1.133 1.545 -3.015 2.00 -1.21 -0.19 0.086
H 0.989 4.708 -4.560 -1.65 -1.61 0.95 0.056
H -0.734 3.748 -4.590 2.16 0.46 0.97 0.060
H 0.007 4.353 -2.955 0.44 -0.83 -2.21 0.040
H 2.559 0.635 -5.315 -0.91 2.05 -0.44 0.044
H 2.876 2.489 -5.722 -1.75 -1.76 0.39 0.056
H 1.240 1.599 -6.331 1.82 0.25 1.85 0.058
H 3.577 0.255 -2.375 0.38 2.59 0.96 0.091
H 5.640 0.738 -0.555 -1.68 2.08 -0.89 0.090
H 6.024 3.418 0.369 -2.00 -0.45 -1.60 0.081
H 4.220 5.432 -0.508 -0.19 -2.52 -0.74 0.079
H 2.152 4.933 -2.215 1.51 -2.13 0.57 0.078
C 2.760 -3.021 0.800 0.14 0.16 -0.01 -0.106
O 4.113 -2.652 1.043 -0.19 -0.18 0.36 -0.202
C 4.405 -2.527 2.437 0.40 -0.25 -0.31 -0.191
C 5.105 -3.781 2.975 -0.60 0.02 0.11 -0.192
O 4.244 -4.923 2.917 0.27 0.29 -0.38 -0.197
C 4.507 -5.745 1.784 -0.06 -0.04 0.15 -0.112
H 2.684 -3.387 -0.224 0.07 0.06 0.01 0.089
H 2.420 -3.806 1.479 0.05 0.01 0.00 0.083
H 2.119 -2.142 0.910 -0.17 0.00 0.01 0.079
H 3.494 -2.308 3.008 0.08 -0.14 -0.04 0.118
H 5.080 -1.673 2.550 -0.01 -0.02 0.02 0.121
H 5.353 -3.620 4.027 0.00 0.03 0.01 0.122
H 6.040 -3.973 2.435 -0.14 0.07 -0.05 0.125
H 5.395 -6.354 1.976 0.03 -0.05 -0.12 0.087
H 4.658 -5.159 0.872 -0.01 0.01 0.12 0.083
H 3.649 -6.405 1.634 0.09 0.08 0.13 0.090
C -6.697 3.100 -1.654 0.30 -0.15 -0.10 -0.114
O -5.642 2.190 -1.947 -0.41 0.01 0.33 -0.193
C -5.179 1.496 -0.786 0.22 -0.45 -0.41 -0.198
C -5.783 0.090 -0.697 -0.15 0.53 0.33 -0.189
O -7.201 0.143 -0.508 0.10 0.03 -0.47 -0.199
C -7.919 -0.053 -1.721 0.02 0.00 0.24 -0.117
H -7.195 3.358 -2.588 0.08 -0.02 -0.03 0.085
H -7.434 2.668 -0.971 0.04 -0.02 -0.01 0.082
H -6.281 4.008 -1.211 -0.08 0.10 0.07 0.085
H -5.389 2.074 0.124 -0.07 -0.12 -0.09 0.130
H -4.092 1.405 -0.877 -0.14 0.07 0.06 0.081
H -5.363 -0.419 0.174 0.04 0.03 0.00 0.118
H -5.533 -0.503 -1.585 -0.02 0.15 0.01 0.124
H -7.936 -1.120 -1.963 -0.05 -0.02 -0.14 0.084
H -7.484 0.502 -2.558 0.03 -0.03 0.11 0.083
H -8.945 0.293 -1.572 0.11 -0.07 0.08 0.087
```
Positions in Å, forces in eV/Å.

Output
SMILES = C#CCCCOC(=O)N([PH2]=O)C(F)(F)CC[Si](C)(C)c1ccccc1.COCCOC.COCCOC
HOMO = -8.57 eV
Energy above the lowest of the compared OMol25 structures with the same formula, charge and spin = 350.5 kcal/mol
LUMO = -0.410 eV
2S+1 = 1



No. 2
Computed, not measured: C25H44F5N4O2PS as an isolated structure, with ωB97M-V/def2-TZVPD.

The geometry in XYZ format:
```
82
Properties=species:S:1:pos:R:3:forces:R:3:lowdin_charge:R:1
N -2.337 -3.614 -2.628 -0.02 0.35 0.03 0.021
C -3.355 -2.685 -3.096 0.09 -0.46 -0.07 -0.233
C -2.806 -1.287 -3.368 0.15 0.16 -0.03 -0.124
C -1.413 -1.297 -3.935 -0.26 -0.01 -0.06 -0.073
C -0.226 -1.509 -3.283 -0.10 -0.20 0.27 0.001
C -0.196 -1.647 -1.768 0.03 0.29 0.16 -0.350
F 0.663 -0.691 -1.290 -0.23 0.04 0.12 0.092
F -1.377 -1.374 -1.187 0.11 0.15 0.14 0.118
C 0.268 -3.039 -1.193 0.10 0.01 0.12 -0.540
F 1.414 -2.907 -0.511 -0.39 0.06 0.27 0.147
F -0.641 -3.542 -0.362 0.27 0.00 0.03 0.169
F 0.480 -3.902 -2.183 -0.19 -0.24 -0.08 0.164
C 1.048 -1.538 -3.968 -0.06 -0.02 0.05 -0.108
C 2.342 -1.791 -3.241 0.40 -0.17 0.15 -0.076
C 3.022 -3.174 -3.450 0.02 -0.12 0.23 -0.347
O 3.106 -3.901 -2.224 0.12 -0.20 -0.32 -0.047
C 4.429 -3.086 -4.055 0.19 -0.23 -0.13 -0.246
N 4.864 -4.230 -4.856 -0.38 0.00 0.09 0.011
C 1.100 -1.294 -5.312 0.06 -0.04 -0.39 -0.213
P 2.622 -1.149 -6.250 0.47 0.29 0.08 0.757
O 3.641 -0.210 -5.725 0.00 -0.07 0.09 -0.408
C -0.107 -1.074 -6.020 -0.05 0.06 -0.27 -0.358
N -0.251 -0.831 -7.330 0.29 0.00 -0.24 -0.253
S -1.812 -0.656 -7.601 0.08 0.01 -0.21 1.047
N -2.387 -0.869 -6.141 -0.30 -0.01 0.20 -0.225
C -1.336 -1.091 -5.339 -0.28 0.00 0.11 -0.299
H -2.733 -4.433 -2.196 -0.04 -0.14 -0.01 0.085
H -1.713 -3.891 -3.370 -0.04 -0.21 -0.11 0.077
H -3.842 -3.030 -4.008 -0.12 -0.09 -0.16 0.107
H -4.125 -2.607 -2.338 -0.17 -0.01 0.18 0.116
H -3.458 -0.842 -4.105 -0.09 0.23 -0.17 0.099
H -2.842 -0.663 -2.494 -0.07 0.11 0.31 0.110
H 3.041 -1.024 -3.554 0.14 0.27 -0.05 0.112
H 2.220 -1.668 -2.179 0.10 0.07 0.09 0.096
H 2.399 -3.809 -4.071 -0.16 -0.05 -0.29 0.140
H 3.687 -3.417 -1.629 0.08 0.02 0.05 0.094
H 4.570 -2.170 -4.617 0.03 0.13 -0.20 0.079
H 5.121 -3.045 -3.219 0.16 0.27 0.25 0.118
H 4.623 -5.081 -4.360 0.15 -0.07 0.06 0.069
H 4.338 -4.268 -5.721 0.02 0.03 -0.11 0.044
H 3.060 -2.476 -6.383 0.01 -0.15 -0.05 0.015
H 2.166 -0.854 -7.529 -0.12 -0.05 -0.20 0.012
C 1.975 -0.559 5.489 0.06 0.03 -0.04 -0.111
C 2.431 0.638 4.660 -0.03 -0.02 0.06 -0.269
C 1.300 1.304 3.879 -0.01 0.04 -0.03 -0.233
C 0.615 0.403 2.851 -0.04 0.00 0.03 -0.222
C 1.541 -0.193 1.793 0.05 0.11 0.03 -0.263
C 2.228 0.855 0.923 0.03 -0.06 0.06 -0.105
H 1.571 -1.355 4.862 -0.01 0.00 0.00 0.064
H 2.805 -0.982 6.057 0.00 0.00 0.01 0.068
H 1.199 -0.266 6.200 -0.03 -0.01 -0.01 0.074
H 3.224 0.326 3.975 0.01 0.01 -0.01 0.098
H 2.879 1.382 5.323 0.02 0.00 0.00 0.104
H 1.690 2.196 3.381 0.00 0.00 -0.01 0.101
H 0.543 1.662 4.585 0.01 0.00 0.01 0.102
H -0.166 0.984 2.349 0.00 -0.01 -0.02 0.099
H 0.095 -0.410 3.366 0.00 0.00 0.01 0.104
H 0.952 -0.850 1.158 -0.04 -0.09 -0.05 0.078
H 2.295 -0.828 2.269 -0.01 0.00 0.01 0.103
H 1.493 1.482 0.414 -0.01 0.01 0.00 0.075
H 2.850 0.386 0.159 -0.01 0.00 -0.02 0.065
H 2.875 1.507 1.513 0.00 0.01 0.01 0.067
C -4.682 5.316 6.229 -0.02 -0.04 -0.06 -0.112
C -4.376 4.023 5.480 -0.01 0.03 0.06 -0.271
C -2.900 3.628 5.522 0.01 -0.02 -0.01 -0.231
C -1.948 4.639 4.882 0.00 0.02 0.02 -0.229
C -2.246 4.963 3.419 0.05 -0.05 -0.02 -0.266
C -2.150 3.747 2.501 0.00 0.09 0.00 -0.107
H -4.160 6.169 5.793 0.01 0.01 0.00 0.064
H -5.749 5.540 6.204 -0.01 0.00 0.01 0.068
H -4.382 5.239 7.276 0.02 0.01 0.01 0.074
H -4.708 4.114 4.442 0.00 -0.01 -0.01 0.097
H -4.963 3.210 5.915 -0.02 -0.01 -0.01 0.103
H -2.779 2.655 5.039 0.01 0.00 -0.01 0.099
H -2.602 3.483 6.565 -0.01 0.00 0.01 0.109
H -0.928 4.247 4.956 0.01 0.00 -0.02 0.103
H -1.954 5.567 5.460 -0.01 -0.01 0.01 0.101
H -1.534 5.721 3.083 -0.01 0.01 -0.02 0.104
H -3.237 5.415 3.326 -0.01 0.01 0.03 0.098
H -1.155 3.300 2.563 -0.01 -0.04 0.00 0.060
H -2.328 4.028 1.462 0.01 -0.02 -0.01 0.070
H -2.882 2.982 2.765 0.01 -0.02 0.00 0.067
```
Positions in Å, forces in eV/Å.

Output
HOMO = -9.30 eV
Energy above the lowest of the compared OMol25 structures with the same formula, charge and spin = 0.0 kcal/mol
LUMO = -1.220 eV
2S+1 = 1



No. 3
Computed, not measured: C25H44F5N4O2PS as an isolated structure in a non-equilibrium geometry, with ωB97M-V/def2-TZVPD.

The geometry in XYZ format:
```
82
Properties=species:S:1:pos:R:3:forces:R:3:lowdin_charge:R:1
N -1.832 0.990 4.390 0.26 -0.42 -0.49 0.002
C -1.307 -0.244 4.962 0.03 0.51 0.64 -0.229
C 0.146 -0.578 4.491 -0.05 -0.05 0.27 -0.113
C 1.005 0.658 4.227 -1.09 -1.06 -0.21 -0.084
C 0.864 1.452 3.110 1.02 0.90 0.89 0.010
C -0.114 1.176 1.959 0.33 0.49 -0.18 -0.336
F 0.651 1.107 0.813 -0.29 0.02 0.45 0.083
F -0.781 0.008 2.007 0.49 0.11 0.07 0.121
C -1.225 2.311 1.735 -1.05 -1.35 0.04 -0.517
F -1.096 2.855 0.524 0.17 0.32 0.52 0.154
F -2.446 1.731 1.736 0.40 0.27 -0.16 0.135
F -1.246 3.207 2.726 0.41 0.14 -0.61 0.159
C 1.742 2.656 3.013 -0.08 -0.11 -0.54 -0.097
C 1.674 3.660 1.853 -0.44 0.85 0.11 -0.074
C 0.976 5.053 2.221 0.32 -0.45 -1.47 -0.330
O -0.158 5.241 1.347 0.43 0.06 0.41 -0.067
C 1.904 6.293 1.969 -0.50 0.17 0.92 -0.234
N 1.548 7.368 2.932 -0.09 -0.41 -0.19 -0.008
C 2.683 2.924 3.979 0.43 0.78 0.83 -0.198
P 3.838 4.355 3.886 1.49 -0.82 -0.76 0.772
O 4.667 4.346 2.648 -0.46 0.30 -0.13 -0.434
C 2.869 2.078 5.134 -1.14 -0.30 -1.13 -0.373
N 3.752 2.202 6.117 -0.49 -0.82 0.43 -0.235
S 3.444 0.938 7.112 -0.17 0.25 -0.45 1.032
N 2.219 0.225 6.338 0.33 0.22 0.11 -0.221
C 1.983 0.942 5.238 0.73 0.87 -0.05 -0.295
H -2.835 1.072 4.484 0.14 0.16 0.11 0.087
H -1.342 1.806 4.730 -0.34 -0.02 0.21 0.076
H -1.308 -0.118 6.065 0.28 -0.52 -0.33 0.108
H -1.983 -1.080 4.733 0.26 0.27 -0.06 0.118
H 0.590 -1.150 5.320 0.03 0.21 -0.45 0.101
H 0.178 -1.213 3.598 -0.27 0.17 0.31 0.115
H 2.681 3.938 1.496 -0.20 -0.59 0.32 0.105
H 1.133 3.291 0.975 0.20 -0.14 0.41 0.101
H 0.560 5.037 3.241 0.33 0.09 -0.30 0.140
H 0.242 5.272 0.467 -0.40 0.08 0.02 0.093
H 2.977 6.055 1.984 -0.30 0.13 0.18 0.079
H 1.689 6.720 0.973 0.07 -0.44 0.26 0.121
H 0.526 7.345 2.959 0.15 0.42 -0.07 0.067
H 1.805 7.087 3.878 0.16 0.07 -0.19 0.037
H 3.150 5.571 4.096 -0.19 -0.36 0.31 0.008
H 4.738 4.228 4.975 -0.87 0.05 0.19 0.024
C -2.751 0.658 -5.040 0.07 0.12 -0.05 -0.112
C -1.249 0.395 -5.065 -0.09 -0.11 -0.02 -0.270
C -0.811 -0.709 -4.104 0.13 -0.02 0.01 -0.233
C -1.074 -0.426 -2.624 -0.11 0.02 -0.03 -0.220
C -0.435 0.849 -2.078 0.05 -0.13 -0.05 -0.265
C 1.088 0.839 -2.144 -0.06 0.14 -0.05 -0.106
H -3.084 1.008 -4.061 -0.02 -0.03 -0.01 0.065
H -3.014 1.425 -5.770 -0.06 -0.02 0.02 0.068
H -3.309 -0.248 -5.289 -0.01 0.01 0.04 0.074
H -0.711 1.322 -4.851 0.02 -0.03 0.02 0.098
H -0.963 0.101 -6.080 0.04 0.03 0.02 0.104
H 0.256 -0.902 -4.254 -0.01 -0.01 0.02 0.101
H -1.324 -1.639 -4.374 0.00 0.01 -0.02 0.102
H -0.713 -1.280 -2.041 0.00 0.02 0.02 0.099
H -2.153 -0.380 -2.449 0.01 -0.02 -0.01 0.104
H -0.734 0.964 -1.038 -0.08 0.00 -0.07 0.072
H -0.820 1.727 -2.606 -0.03 -0.03 -0.02 0.105
H 1.497 -0.007 -1.588 0.01 0.00 -0.03 0.075
H 1.492 1.755 -1.706 0.06 -0.04 0.00 0.065
H 1.448 0.781 -3.173 0.02 -0.02 0.02 0.068
C -2.087 -8.249 -4.236 0.00 -0.04 0.15 -0.114
C -2.370 -7.046 -3.341 -0.05 0.00 -0.13 -0.272
C -2.033 -5.709 -3.998 -0.02 0.09 0.09 -0.231
C -0.560 -5.514 -4.360 0.02 -0.10 -0.07 -0.229
C 0.419 -5.641 -3.193 0.00 0.15 -0.04 -0.267
C 0.202 -4.594 -2.106 0.07 -0.12 0.06 -0.108
H -1.027 -8.330 -4.480 -0.02 0.00 -0.03 0.065
H -2.381 -9.172 -3.734 0.02 -0.02 -0.06 0.068
H -2.650 -8.180 -5.169 0.04 0.01 -0.01 0.074
H -1.827 -7.155 -2.398 0.00 0.03 -0.01 0.098
H -3.433 -7.046 -3.084 0.03 0.02 0.05 0.104
H -2.355 -4.900 -3.334 0.02 0.01 -0.02 0.099
H -2.630 -5.601 -4.910 0.00 -0.02 0.01 0.109
H -0.444 -4.523 -4.813 0.02 0.00 0.02 0.104
H -0.277 -6.231 -5.136 -0.02 0.01 0.00 0.101
H 1.435 -5.532 -3.583 -0.01 -0.05 0.00 0.105
H 0.365 -6.642 -2.755 -0.02 -0.01 -0.03 0.098
H 0.291 -3.585 -2.516 -0.05 0.00 0.01 0.061
H 0.950 -4.705 -1.319 -0.03 0.07 0.02 0.070
H -0.782 -4.691 -1.643 0.01 0.04 -0.01 0.068
```
Positions in Å, forces in eV/Å.

Output
HOMO = -9.31 eV
Energy above the lowest of the compared OMol25 structures with the same formula, charge and spin = 17.9 kcal/mol
LUMO = -1.356 eV
2S+1 = 1